1.
Below is a 3-piece molecular cluster, C4H13NO3 overall at a distorted geometry, with properties calculated with the ωB97M-V functional and the def2-TZVPD basis.

Structure (XYZ):
```
21
Properties=species:S:1:pos:R:3:forces:R:3
C 0.976623 0.006588 1.303622 -2.30 -1.13 2.82
C 0.647707 0.007558 -0.154987 -0.49 -0.63 -1.45
C -0.045398 -1.238163 -0.817502 2.23 2.16 -3.79
C -0.286842 1.159917 -0.550501 0.08 1.02 1.57
N -1.493007 1.317740 0.119742 0.52 1.48 -0.80
O 0.122928 1.999532 -1.310817 -0.22 0.97 -0.73
H 1.491891 0.956670 1.623532 -0.52 -1.07 -0.30
H -0.099011 -0.065600 1.868688 2.69 0.26 -0.80
H 1.558349 -0.923343 1.651680 -0.69 1.51 -0.69
H 1.619577 0.196620 -0.653901 -0.83 -0.12 -0.29
H 0.604634 -2.068174 -0.934869 0.45 -1.17 0.93
H -0.036032 -0.982676 -2.020498 -0.59 -0.18 2.81
H -1.029436 -1.453663 -0.526161 -1.15 -0.45 0.64
H -1.895354 0.534256 0.506474 -0.84 -1.96 1.16
H -2.105127 2.154467 0.175046 1.30 -0.83 -0.80
O -2.390871 -2.625450 1.428034 -0.35 -0.05 -0.86
H -2.229441 -2.612831 2.356798 0.40 0.12 1.09
H -3.185235 -3.163855 1.361508 -0.05 -0.02 -0.23
O 2.733298 2.033634 -1.737642 5.27 -2.40 -0.75
H 3.123972 2.666488 -2.310492 -0.59 1.05 -0.32
H 1.916783 2.100290 -1.377754 -4.32 1.44 0.78
```
Positions in Å, forces in eV/Å.

Output
Strongest force on any atom = 5.8 eV/A
Lowest unoccupied orbital energy = 0.44 eV
Energy above the lowest of the compared OMol25 structures with the same formula, charge and spin = 42.36 kcal/mol
Kohn-Sham gap = 10.1 eV
Net charge = 0
SMILES = CC(C)C(N)=O.O.O

2.
Below is a 3-piece molecular cluster, C4H13NO3 overall at a distorted geometry, with properties calculated with the ωB97M-V functional and the def2-TZVPD basis.

Structure (XYZ):
```
21
Properties=species:S:1:pos:R:3:forces:R:3
C 1.049262 -0.514151 -2.696627 0.63 0.15 0.68
C 0.741053 -1.073219 -1.305454 -0.90 -0.26 0.10
C -0.742092 -0.990332 -0.865360 -0.26 0.30 -0.35
N -0.965218 0.002445 0.199086 1.21 -0.64 -0.05
C -0.817787 -0.445454 1.483013 -2.20 -0.70 0.54
O -1.200767 -1.543948 1.846569 0.78 -0.24 -0.30
H 2.061158 -0.875015 -2.903321 -0.23 0.04 -0.68
H 1.112390 0.569145 -2.738780 -0.10 0.29 0.23
H 0.315290 -0.792278 -3.451213 0.18 -0.42 -0.01
H 1.308639 -0.604565 -0.497796 0.27 0.06 -0.32
H 1.025889 -2.129461 -1.307849 0.00 0.07 0.03
H -1.079106 -1.962797 -0.522597 -0.15 0.10 0.24
H -1.402090 -0.690616 -1.684567 0.19 -0.17 -0.16
H -0.470868 0.853999 -0.006520 -0.16 0.18 0.25
H -0.630844 0.260907 2.285237 0.62 0.90 -0.21
O 2.300886 0.514957 1.499384 -0.43 0.58 -0.86
H 2.000754 0.337483 2.390129 0.54 -0.39 0.20
H 3.149133 0.119002 1.280473 -0.13 -0.17 0.66
O -1.177950 3.088122 0.075072 0.02 0.00 -0.35
H -0.280436 2.763220 -0.046886 0.13 0.30 0.08
H -1.529595 3.136334 -0.825178 -0.02 0.03 0.26
```
Positions in Å, forces in eV/Å.

Output
Strongest force on any atom = 2.4 eV/A
Lowest unoccupied orbital energy = 0.42 eV
Energy above the lowest of the compared OMol25 structures with the same formula, charge and spin = 33.01 kcal/mol
Kohn-Sham gap = 10.0 eV
Net charge = 0
SMILES = CCCNC=O.O.O

3.
Below is a 4-piece molecular cluster, C4H13NO3 overall at a distorted geometry, with properties calculated with the ωB97M-V functional and the def2-TZVPD basis.

Structure (XYZ):
```
21
Properties=species:S:1:pos:R:3:forces:R:3
C -0.044207 -1.500759 -1.097022 0.44 0.84 -0.56
C -0.007814 -0.101431 -0.891203 2.26 3.01 1.64
N 0.729249 0.305431 0.380323 -0.33 -0.12 -2.47
C 2.013526 -0.345666 0.474297 0.03 -1.65 0.63
C 0.988339 1.732971 0.480677 -1.37 0.95 1.04
O -0.602927 0.791310 -1.566534 -0.33 -0.26 0.64
H -0.449856 -1.657133 -2.048982 -0.59 -0.97 -1.14
H -0.026939 -2.268935 -0.335083 0.56 0.15 -0.17
H 1.258343 0.374879 -2.064940 -1.08 -1.95 0.96
H 2.315519 -0.262107 1.519527 0.29 -0.24 -0.05
H 1.971577 -1.424593 0.159073 0.14 1.08 0.45
H 2.773079 0.153920 -0.139806 -0.05 -0.01 -0.33
H 1.659444 2.180736 -0.325396 -0.51 -0.77 0.90
H 1.333275 1.943728 1.551314 0.00 -0.18 -1.67
H -0.004929 2.203621 0.404112 0.54 0.22 -0.14
H -3.935259 -0.023357 0.093613 -0.44 0.25 -1.64
H -3.157182 0.595072 -1.151563 -3.60 -1.62 0.86
O -4.118632 0.162131 -0.876261 4.24 1.37 0.77
H -0.618573 -0.361144 1.507523 0.36 1.55 -0.35
H -0.819743 -1.650724 1.901312 0.51 -2.84 0.33
O -1.256290 -0.847940 2.025009 -1.08 1.23 0.32
```
Positions in Å, forces in eV/Å.

Output
Strongest force on any atom = 4.5 eV/A
Lowest unoccupied orbital energy = -3.25 eV
Energy above the lowest of the compared OMol25 structures with the same formula, charge and spin = 186.79 kcal/mol
Kohn-Sham gap = 5.8 eV
Net charge = 0

Highest occupied orbital energy? In order: -9.7 -9.5 -9.0 eV.